C39H43KN3O2SSiTe | ωB97M-V/def2-TZVPD

Structure (XYZ):
```
91
Properties=species:S:1:pos:R:3
K -2.857 5.620 20.460
C -6.804 8.539 22.059
Si -6.064 6.823 21.729
C -5.599 7.092 19.933
C -7.416 5.656 21.986
N -4.650 6.372 22.556
C -4.541 6.417 23.878
C -5.090 7.498 24.703
C -4.975 7.655 26.068
C -4.251 6.687 26.750
C -3.736 5.619 26.069
C -3.885 5.464 24.690
O -3.122 4.374 24.232
C -3.690 3.520 23.364
C -4.987 3.064 23.384
C -5.473 2.116 22.560
C -4.587 1.497 21.657
C -3.212 1.917 21.645
C -2.756 2.882 22.570
H -6.075 9.394 22.284
H -7.381 8.511 23.010
H -7.495 8.724 21.205
H -6.348 7.480 19.292
H -5.189 6.237 19.332
H -4.836 7.890 19.903
H -8.240 6.096 21.443
H -7.770 5.442 22.970
H -7.119 4.690 21.563
H -5.725 8.161 24.143
H -5.373 8.536 26.572
H -4.117 6.813 27.804
H -3.319 4.798 26.634
H -5.594 3.542 24.109
H -6.533 1.765 22.637
H -4.850 0.743 20.896
H -2.435 1.377 21.065
H -1.700 3.060 22.603
C 3.378 6.886 17.679
C 1.980 7.502 17.531
N 0.950 6.711 16.894
C 1.044 6.753 15.458
C 1.702 5.585 14.686
C -0.049 6.002 17.584
S -0.016 6.042 19.315
N -0.950 5.545 16.735
C -2.042 4.810 17.027
O -2.576 4.451 18.104
C -2.783 4.431 15.823
C -3.750 3.451 15.837
C -4.397 2.983 14.696
C -4.164 3.640 13.468
C -3.323 4.771 13.450
C -2.599 5.090 14.612
H 3.766 6.526 16.789
H 3.129 6.024 18.308
H 4.112 7.597 18.118
H 2.007 8.500 17.097
H 1.636 7.647 18.604
H 1.618 7.695 15.145
H -0.038 6.862 15.138
H 2.784 5.743 14.673
H 1.335 5.675 13.645
H 1.448 4.701 15.193
H -3.926 2.949 16.764
H -5.108 2.135 14.758
H -4.722 3.324 12.566
H -3.313 5.503 12.612
H -1.989 5.979 14.741
Te -2.566 9.167 21.873
C -0.726 10.078 21.030
C 0.226 10.527 21.959
C 1.434 10.999 21.506
C 1.763 11.144 20.154
C 0.831 10.588 19.252
C -0.425 10.078 19.694
C -1.483 7.889 23.200
C -1.414 8.229 24.548
C -0.898 7.329 25.423
C -0.221 6.172 24.969
C 0.003 5.987 23.605
C -0.667 6.841 22.711
H -0.059 10.385 23.015
H 2.165 11.324 22.286
H 2.736 11.592 19.932
H 0.952 10.600 18.175
H -1.029 9.772 18.881
H -1.914 9.165 24.925
H -0.978 7.421 26.562
H 0.341 5.538 25.703
H 0.599 5.194 23.148
H -0.692 6.645 21.731
```

The calculation puts the frontier orbital gap at 6.33 eV. The value obtained for the LUMO energy is 2.3 eV. As for the total charge: -1. The calculation puts the HOMO energy at -4.054 eV.

Results of the Löwdin charge analysis, in e, for atoms 1 through 4: 0.566, -0.209, 0.272, -0.206